No. 1
Below is a cluster of 2 separate species, C7H16O2 in total at a distorted geometry, with properties calculated with ωB97M-V/def2-TZVPD.

The value obtained for the total energy is -426.61460 hartree. The structure (SMILES) is CC(=O)O.CCCCC. For the energy relative to the best compared isomer or geometry (same formula, charge and spin), the calculation gives 126.29 kcal/mol.

ORCA input file:
```
! RIJCOSX wB97M-V def2-TZVPD def2/J DEFGRID3
* xyz 0 1
C 1.691 1.310 -1.548
C 0.417 1.990 -1.160
O 0.261 2.634 -0.179
O -0.452 1.898 -2.153
H 2.057 1.037 -0.459
H 1.439 0.271 -2.091
H 2.213 2.132 -2.373
H -1.382 2.268 -1.847
C -2.439 0.565 0.583
C -1.347 -0.244 -0.238
C -0.211 -0.350 0.756
C 0.498 -1.803 0.553
C 1.544 -2.121 1.605
H -2.251 0.203 1.848
H -2.179 1.610 0.228
H -3.610 0.462 0.321
H -0.980 0.466 -1.138
H -1.584 -1.292 -0.674
H 0.914 0.274 0.579
H -0.607 -0.483 1.710
H 0.739 -1.872 -0.530
H -0.387 -2.606 0.645
H 1.140 -2.127 2.719
H 2.124 -2.969 1.429
H 2.393 -1.251 1.415
*
```

No. 2
Below is a cluster of 3 separate species, C7H16O2 in total at a distorted geometry, with properties calculated with ωB97M-V/def2-TZVPD.

The value obtained for the total energy is -426.72285 hartree. The structure (SMILES) is C=C(C)C.C=CCO.O. For the energy relative to the best compared isomer or geometry (same formula, charge and spin), the calculation gives 58.36 kcal/mol.

ORCA input file:
```
! RIJCOSX wB97M-V def2-TZVPD def2/J DEFGRID3
* xyz 0 1
C -1.216 -1.343 -0.873
C -1.382 -1.164 0.461
C -2.739 -1.026 1.073
C -0.221 -1.001 1.386
H -2.054 -1.647 -1.486
H -0.242 -1.600 -1.264
H -2.867 -1.791 1.843
H -2.846 -0.052 1.548
H -3.528 -1.144 0.337
H -0.242 -1.795 2.131
H 0.725 -1.053 0.850
H -0.285 -0.044 1.905
C 2.212 -0.067 -1.618
C 2.649 0.403 -0.462
C 2.254 1.732 0.125
O 1.290 2.438 -0.605
H 2.515 -1.030 -1.999
H 1.518 0.504 -2.217
H 3.341 -0.170 0.147
H 1.932 1.577 1.168
H 3.149 2.366 0.162
H 0.409 2.041 -0.452
O -1.291 1.400 -0.399
H -1.768 2.064 -0.904
H -1.313 0.403 -0.856
*
```

No. 3
Below is a structure of composition C7H17BeN2O4S2 at a distorted geometry, with properties calculated with ωB97M-V/def2-TZVPD.

The value obtained for the total energy is -1498.07108 hartree. For the energy relative to the best compared isomer or geometry (same formula, charge and spin), the calculation gives 0.00 kcal/mol.

ORCA input file:
```
! RIJCOSX wB97M-V def2-TZVPD def2/J DEFGRID3
* xyz 1 1
C 5.225 -1.236 0.483
C 4.574 -0.449 -0.661
C 3.604 0.645 -0.157
C 2.174 0.133 -0.291
C 1.117 1.057 0.324
C -0.217 0.281 0.394
C -1.427 1.217 0.333
S -2.877 0.245 -0.089
O -2.618 -1.172 -0.092
O -3.336 0.682 -1.464
N -4.045 0.697 0.965
S -5.160 -0.385 1.007
N -5.423 -0.536 -0.764
O -4.876 -1.721 1.409
O -6.370 0.142 1.548
H 6.131 -0.718 0.799
H 5.537 -2.230 0.166
H 4.566 -1.367 1.342
H 4.030 -1.156 -1.292
H 5.361 -0.021 -1.280
H 3.872 0.907 0.866
H 3.740 1.504 -0.814
H 2.082 -0.836 0.206
H 1.952 0.015 -1.353
H 0.965 1.965 -0.261
H 1.438 1.322 1.333
H -0.262 -0.351 1.277
H -0.227 -0.367 -0.483
H -1.612 1.623 1.326
H -1.329 1.999 -0.413
H -6.332 -1.016 -0.881
H -4.729 -1.180 -1.185
Be -5.527 0.307 -2.300
*
```

No. 4
Below is an isolated molecule of C7H17ClNO2P at a distorted geometry, with properties calculated with ωB97M-V/def2-TZVPD.

The value obtained for the total energy is -1283.68796 hartree. The structure (SMILES) is CC(C)[N+](C)(C(C)C)[P@](=O)([O-])Cl. For the energy relative to the best compared isomer or geometry (same formula, charge and spin), the calculation gives 0.00 kcal/mol.

ORCA input file:
```
! RIJCOSX wB97M-V def2-TZVPD def2/J DEFGRID3
* xyz 0 1
C 1.228 1.869 0.305
C 1.270 0.384 -0.130
C 2.016 0.457 -1.528
N -0.096 -0.183 -0.257
C -0.166 -1.379 -1.049
C -0.664 -0.297 1.194
C 0.142 -1.466 1.837
C -2.078 -0.681 1.222
P -1.152 1.243 -1.159
O -0.470 1.601 -2.352
O -1.587 2.256 -0.054
Cl -2.730 0.032 -1.879
H 1.182 2.476 -0.696
H 0.445 2.178 0.994
H 2.094 2.287 0.781
H 2.027 -0.228 0.436
H 1.290 0.842 -2.364
H 2.365 -0.532 -1.719
H 2.887 1.013 -1.405
H -1.122 -1.928 -0.666
H -0.229 -1.162 -2.145
H 0.716 -1.844 -0.976
H -0.540 0.561 1.889
H -0.047 -2.496 1.288
H 1.106 -1.274 2.003
H -0.336 -1.478 2.789
H -2.423 -0.584 2.199
H -2.272 -1.661 0.693
H -2.856 -0.004 0.750
*
```

No. 5
Below is an isolated molecule of C7H17N at a distorted geometry, with properties calculated with ωB97M-V/def2-TZVPD.

The value obtained for the total energy is -331.59991 hartree. The structure (SMILES) is CCCNCC(C)C. For the energy relative to the best compared isomer or geometry (same formula, charge and spin), the calculation gives 44.55 kcal/mol.

ORCA input file:
```
! RIJCOSX wB97M-V def2-TZVPD def2/J DEFGRID3
* xyz 0 1
C 0.723 1.805 2.723
C -0.174 0.559 2.450
C 0.532 -0.336 1.419
N 0.884 0.450 0.213
C -0.237 0.432 -0.695
C -0.748 -0.779 -1.422
C -1.391 -0.299 -2.722
C 0.404 -1.755 -1.799
H -0.015 2.583 3.011
H 1.338 1.954 1.836
H 1.603 1.689 3.389
H -0.421 -0.112 3.244
H -1.144 0.832 1.984
H 1.362 -0.867 1.790
H -0.173 -1.226 1.182
H 1.746 0.113 -0.229
H 0.013 1.226 -1.431
H -1.260 0.824 -0.202
H -1.405 -1.349 -0.844
H -1.967 -1.190 -3.274
H -0.679 0.115 -3.391
H -2.225 0.402 -2.477
H 0.776 -2.349 -1.014
H 0.277 -2.426 -2.647
H 1.339 -1.141 -2.146
*
```

No. 6
Below is an isolated molecule of C7H17N at a distorted geometry, with properties calculated with ωB97M-V/def2-TZVPD.

The value obtained for the total energy is -331.62189 hartree. The structure (SMILES) is CCCN[C@@H](C)CC. For the energy relative to the best compared isomer or geometry (same formula, charge and spin), the calculation gives 30.76 kcal/mol.

ORCA input file:
```
! RIJCOSX wB97M-V def2-TZVPD def2/J DEFGRID3
* xyz 0 1
C -3.475 -1.317 1.338
C -1.989 -0.957 1.508
C -1.501 0.030 0.427
N -0.166 -0.376 -0.033
C 0.914 0.607 -0.249
C 2.035 0.372 0.807
C 1.556 0.291 -1.614
C 2.626 1.326 -2.037
H -4.020 -1.310 2.282
H -4.033 -0.675 0.653
H -3.579 -2.321 0.919
H -1.782 -0.545 2.492
H -1.414 -1.851 1.336
H -1.643 1.046 0.789
H -2.132 -0.050 -0.465
H -0.221 -0.980 -0.838
H 0.503 1.611 -0.206
H 3.010 0.492 0.368
H 1.838 -0.651 1.141
H 1.860 0.857 1.771
H 0.818 0.295 -2.413
H 2.087 -0.645 -1.441
H 3.367 0.785 -2.621
H 3.156 1.864 -1.252
H 2.184 2.102 -2.663
*
```

No. 7
Below is a cluster of 2 separate species, C7H17N2S in total at a distorted geometry, with properties calculated with ωB97M-V/def2-TZVPD.

The value obtained for the total energy is -784.26676 hartree. For the energy relative to the best compared isomer or geometry (same formula, charge and spin), the calculation gives 74.20 kcal/mol.

ORCA input file:
```
! RIJCOSX wB97M-V def2-TZVPD def2/J DEFGRID3
* xyz 1 1
C 2.591 0.132 -0.954
C 3.001 -1.176 -0.334
C 1.110 0.084 0.851
C -3.429 -0.373 0.462
C 1.933 2.347 0.123
C -1.965 -0.279 0.967
C -0.840 -0.309 -0.125
N 1.956 0.881 0.163
N -0.812 -1.666 -0.730
S 1.753 -1.596 0.859
H 3.472 0.768 -1.357
H 1.711 0.032 -1.752
H 3.125 -1.869 -1.230
H 4.064 -1.079 0.139
H 0.752 0.470 1.766
H -4.270 -0.498 1.211
H -3.692 -1.194 -0.268
H -3.704 0.508 -0.033
H 1.424 2.791 0.902
H 3.048 2.671 0.148
H 1.380 2.639 -0.763
H -1.866 0.599 1.673
H -1.686 -1.157 1.590
H -0.843 0.493 -0.824
H 0.202 -2.109 -0.548
H -1.232 -1.622 -1.694
H -1.328 -2.294 -0.137
*
```

No. 8
Below is an isolated molecule of C7H17N3, with properties calculated with ωB97M-V/def2-TZVPD.

The value obtained for the total energy is -441.02286 hartree. For the energy relative to the best compared isomer or geometry (same formula, charge and spin), the calculation gives 110.57 kcal/mol.

ORCA input file:
```
! RIJCOSX wB97M-V def2-TZVPD def2/J DEFGRID3
* xyz 0 1
C -1.049 -1.229 1.273
C 0.539 0.447 1.926
C -2.086 0.947 -0.518
N -0.114 -0.222 0.829
C -0.569 0.924 -0.510
C 0.087 2.143 -0.612
H -1.517 -1.736 0.427
H -0.531 -2.008 1.848
H -0.157 0.678 2.747
H 1.353 -0.161 2.341
H 0.955 1.393 1.567
H -1.851 -0.818 1.903
H -2.457 1.448 -1.414
H -2.431 1.507 0.351
H -2.532 -0.046 -0.462
H 1.160 2.199 -0.746
H -0.399 3.027 -0.224
C 2.311 -0.585 -0.548
C 0.937 -1.132 -0.803
N 0.015 -0.120 -1.509
N 0.753 -2.386 -0.943
H -0.735 -0.631 -1.972
H 0.509 0.412 -2.228
H -0.179 -2.643 -1.259
H 2.909 -0.664 -1.462
H 2.786 -1.195 0.217
H 2.294 0.450 -0.220
*
```